*A*
A cluster of 2 separate species, C5H11NO3 in total, computed with the ωB97M-V functional and the def2-TZVPD basis.

Structure (SMILES): CN[C@@H](C=O)CC=O.O
HOMO energy (eV): -9.333
Net charge: 0

Each line ends with the natural charge from an NBO analysis.
CARTESIAN COORDINATES (ANGSTROEM)
C  -0.110  1.551  -1.699  -0.420
N  -1.156  1.049  -0.801  -0.625
C  -0.578  0.288  0.335  -0.157
C  -1.485  0.550  1.527  0.445
O  -1.514  -0.240  2.452  -0.533
C  -0.469  -1.234  0.082  -0.536
C  0.252  -1.863  1.233  0.471
O  1.433  -1.724  1.376  -0.561
H  0.498  2.361  -1.158  0.198
H  0.588  0.817  -2.103  0.190
H  -0.568  2.065  -2.556  0.199
H  -1.819  0.531  -1.319  0.357
H  0.399  0.657  0.578  0.251
H  -2.020  1.436  1.560  0.137
H  -1.481  -1.653  -0.099  0.221
H  0.099  -1.324  -0.895  0.253
H  -0.354  -2.410  1.975  0.145
O  2.542  -0.044  -0.403  -0.993
H  2.209  -0.666  0.276  0.486
H  3.533  -0.147  -0.360  0.472

*B*
An isolated molecule of C5H11NO3, computed with the ωB97M-V functional and the def2-TZVPD basis.

HOMO energy (eV): -8.858
Net charge: 0

Each line ends with the natural charge from an NBO analysis.
CARTESIAN COORDINATES (ANGSTROEM)
C  0.358  -0.818  0.883  0.609
C  -2.458  0.825  -0.200  -0.254
C  1.044  -2.108  1.081  -0.710
C  1.402  1.538  -0.905  -0.407
N  1.048  0.128  -0.895  -0.641
C  -0.279  -0.392  -0.437  0.599
O  -1.054  0.894  0.029  -0.661
O  0.250  0.002  1.870  -0.610
O  -0.875  -1.217  -1.157  -0.768
H  -0.389  0.698  1.470  0.529
H  1.328  -0.402  -1.710  0.398
H  -2.657  0.243  -1.101  0.216
H  -2.980  0.354  0.641  0.162
H  -2.820  1.846  -0.323  0.182
H  1.980  -1.977  1.624  0.244
H  1.202  -2.598  0.124  0.260
H  0.386  -2.738  1.689  0.260
H  2.429  1.644  -1.259  0.201
H  1.352  1.944  0.107  0.195
H  0.733  2.132  -1.533  0.197

Most stable to least stable, the ends of the list are *A* and *B*.

*A*
A cluster of 6 separate species, C5H21NO7 in total, computed with the ωB97M-V functional and the def2-TZVPD basis.

Structure (SMILES): CC[C@@H](NC)C(=O)O.O.O.O.O.O
HOMO energy (eV): -9.039
Net charge: 0

Each line ends with the natural charge from an NBO analysis.
CARTESIAN COORDINATES (ANGSTROEM)
C  0.528  -1.507  0.765  -0.621
C  -0.377  -0.431  0.168  -0.424
C  0.040  -0.066  -1.245  -0.173
N  -0.882  0.784  -2.005  -0.620
C  -1.511  1.891  -1.271  -0.422
C  1.369  0.657  -1.227  0.837
O  1.732  1.627  -0.600  -0.637
O  2.242  0.038  -2.062  -0.708
H  0.530  -2.414  0.157  0.208
H  0.147  -1.826  1.737  0.231
H  1.561  -1.170  0.877  0.199
H  -1.421  -0.740  0.193  0.221
H  -0.376  0.444  0.819  0.216
H  0.132  -0.971  -1.830  0.240
H  -1.574  0.207  -2.463  0.379
H  -2.197  1.511  -0.509  0.181
H  -2.044  2.510  -1.991  0.207
H  -0.742  2.510  -0.823  0.198
H  3.087  0.470  -2.083  0.499
O  0.633  2.908  1.656  -0.987
H  1.250  3.633  1.782  0.481
H  0.879  2.473  0.796  0.513
O  -2.083  -0.153  3.583  -0.984
H  -1.288  0.431  3.631  0.496
H  -2.652  0.192  4.265  0.460
O  0.247  1.303  3.863  -0.985
H  0.356  1.927  3.104  0.512
H  0.993  0.679  3.824  0.475
O  1.498  -2.942  -2.332  -0.967
H  1.829  -2.042  -2.334  0.494
H  1.773  -3.333  -3.175  0.481
O  -1.465  -2.755  -2.030  -0.968
H  -0.547  -3.031  -2.161  0.495
H  -1.667  -2.815  -1.077  0.472

*B*
A cluster of 7 separate species, C5H21NO7 in total, computed with the ωB97M-V functional and the def2-TZVPD basis.

Structure (SMILES): C=NCCCC=O.O.O.O.O.O.O
HOMO energy (eV): -9.954
Net charge: 0

Each line ends with the natural charge from an NBO analysis.
CARTESIAN COORDINATES (ANGSTROEM)
C  0.334  -3.574  -1.064  -0.049
N  0.374  -2.459  -0.398  -0.395
C  -0.027  -1.177  -0.923  -0.298
C  1.206  -0.295  -0.812  -0.446
C  0.922  1.027  -0.168  -0.491
C  -0.146  1.663  -1.023  0.458
O  -1.302  1.606  -0.654  -0.553
H  -0.165  -3.425  -2.132  0.127
H  0.736  -4.491  -0.751  0.192
H  -0.884  -0.722  -0.320  0.263
H  -0.494  -1.044  -1.936  0.161
H  1.910  -0.780  -0.162  0.241
H  1.870  0.006  -1.721  0.239
H  0.485  0.916  0.999  0.197
H  1.715  1.827  0.018  0.239
H  0.153  2.109  -2.018  0.097
O  -1.999  -2.192  3.884  -0.932
H  -2.071  -1.359  4.375  0.472
H  -2.724  -1.991  3.122  0.500
O  0.718  2.409  3.009  -0.943
H  0.337  1.597  3.289  0.483
H  0.185  2.806  2.395  0.462
O  -2.556  -0.277  1.404  -0.987
H  -2.749  0.543  0.965  0.485
H  -1.943  -0.051  2.084  0.471
O  1.876  3.262  -2.717  -0.928
H  2.393  3.118  -1.984  0.466
H  1.171  2.570  -2.830  0.461
O  -0.580  -0.202  3.040  -0.954
H  -0.972  -1.052  3.149  0.492
H  0.010  -0.282  2.419  0.466
O  1.118  0.115  -3.982  -0.952
H  0.480  -0.673  -3.726  0.475
H  0.615  0.470  -4.830  0.480

Most stable to least stable, the ends of the list are *A* and *B*.

*A*
An isolated molecule of C5H12N2, computed with the ωB97M-V functional and the def2-TZVPD basis.

Structure (SMILES): CCC/C(N)=C/N
HOMO energy (eV): -7.140
Net charge: 0

Each line ends with the natural charge from an NBO analysis.
CARTESIAN COORDINATES (ANGSTROEM)
C  -2.114  1.745  0.796  -0.611
C  -1.114  0.574  0.940  -0.393
C  0.295  0.815  0.356  -0.419
C  0.899  -0.488  -0.155  0.137
N  1.420  -1.208  0.904  -0.834
C  0.790  -0.908  -1.420  -0.126
N  1.537  -1.858  -2.148  -0.832
H  -3.118  1.349  0.619  0.209
H  -1.991  2.358  -0.099  0.200
H  -2.036  2.338  1.704  0.203
H  -1.567  -0.250  0.389  0.206
H  -1.022  0.379  2.011  0.200
H  0.214  1.565  -0.434  0.208
H  0.967  1.286  1.079  0.202
H  1.870  -0.775  1.705  0.372
H  2.079  -1.967  0.766  0.370
H  0.190  -0.214  -2.001  0.180
H  1.479  -2.847  -1.893  0.361
H  1.223  -1.893  -3.119  0.367

*B*
An isolated molecule of C5H12N2, computed with the ωB97M-V functional and the def2-TZVPD basis.

Structure (SMILES): [H]/N=C(\C)CN(C)C
HOMO energy (eV): -7.828
Net charge: 0

Each line ends with the natural charge from an NBO analysis.
CARTESIAN COORDINATES (ANGSTROEM)
H  -2.883  0.349  0.063  0.330
N  -2.124  -0.054  -0.484  -0.658
C  -1.029  0.593  -0.423  0.314
C  -0.848  1.909  0.287  -0.694
C  0.100  0.073  -1.266  -0.266
N  0.873  -0.769  -0.295  -0.445
C  1.674  -0.127  0.719  -0.401
C  0.239  -2.019  0.103  -0.430
H  -1.774  2.487  0.250  0.228
H  -0.603  1.729  1.337  0.230
H  -0.045  2.503  -0.150  0.219
H  -0.278  -0.595  -2.040  0.223
H  0.751  0.870  -1.632  0.199
H  2.444  -0.823  1.046  0.199
H  1.100  0.179  1.609  0.154
H  2.154  0.753  0.296  0.196
H  0.429  -2.241  1.154  0.192
H  -0.836  -1.984  -0.067  0.221
H  0.654  -2.834  -0.506  0.189

*C*
An isolated molecule of C5H12N2, computed with the ωB97M-V functional and the def2-TZVPD basis.

Structure (SMILES): N/C=C/CCCN
HOMO energy (eV): -8.509
Net charge: 0

Each line ends with the natural charge from an NBO analysis.
CARTESIAN COORDINATES (ANGSTROEM)
N  -2.427  1.568  1.311  -0.839
C  -1.624  0.430  0.961  0.006
C  -0.364  0.084  1.277  -0.261
C  0.287  -1.144  0.760  -0.449
C  0.303  -1.088  -0.750  -0.408
C  0.995  0.137  -1.445  -0.223
N  2.427  -0.179  -1.733  -0.870
H  -2.375  2.241  0.558  0.371
H  -2.089  1.946  2.189  0.360
H  -2.225  -0.187  0.300  0.171
H  0.123  0.683  2.042  0.197
H  -0.158  -2.103  1.078  0.226
H  1.299  -1.109  1.217  0.204
H  0.781  -1.953  -1.252  0.216
H  -0.712  -1.098  -1.195  0.202
H  0.928  0.869  -0.626  0.177
H  0.562  0.304  -2.420  0.198
H  2.850  0.515  -2.325  0.365
H  2.925  -0.453  -0.903  0.358

*D*
An isolated molecule of C5H12N2, computed with the ωB97M-V functional and the def2-TZVPD basis.

Structure (SMILES): C=C(N)C[C@H](C)N
HOMO energy (eV): -8.551
Net charge: 0

Each line ends with the natural charge from an NBO analysis.
CARTESIAN COORDINATES (ANGSTROEM)
C  2.047  -1.402  -0.528  -0.497
C  1.335  -0.544  0.200  0.199
N  1.411  -0.555  1.625  -0.835
C  0.514  0.551  -0.423  -0.457
C  -0.923  0.642  0.156  -0.037
C  -1.843  -0.419  -0.389  -0.621
N  -1.560  1.960  -0.029  -0.818
H  2.580  -2.221  -0.058  0.190
H  2.106  -1.323  -1.602  0.202
H  2.118  -1.221  1.892  0.376
H  0.510  -0.629  2.064  0.373
H  0.971  1.517  -0.257  0.213
H  0.445  0.328  -1.467  0.209
H  -0.807  0.597  1.244  0.171
H  -2.791  -0.431  0.158  0.221
H  -1.463  -1.431  -0.319  0.218
H  -2.011  -0.197  -1.446  0.200
H  -1.777  2.113  -1.011  0.344
H  -0.861  2.664  0.189  0.349

Most stable to least stable, the ends of the list are *D* and *C*.